1.
Formula: C17H22N6O2
Source: OMol25
Level of theory: ωB97M-V with the def2-TZVPD basis set

Values from the calculation:
* Kohn-Sham gap: 7.23 eV
* total energy: -1139.9177 hartree
* HOMO energy: -8.2 eV
* energy above the lowest of the compared OMol25 structures with the same formula, charge and spin: 67.5 kcal per mole
* structure (SMILES): C=CC(=O)N[C@@H]1CCN(c2c[nH]c3ncc(C(=O)NC(C)C)c-3n2)C1

Element x y z (Å)
C -5.658 -0.822 1.294
C -5.304 -0.496 -0.023
C -4.021 -0.832 -0.614
O -3.887 -0.768 -1.851
N -3.060 -1.368 0.152
C -1.812 -2.068 -0.216
C -1.538 -3.274 0.684
C -0.015 -3.348 0.822
N 0.399 -2.038 0.348
C 1.532 -1.498 0.903
C 2.444 -2.068 1.689
N 3.507 -1.462 2.193
C 3.540 -0.064 1.951
N 4.293 0.828 2.506
C 4.000 1.932 1.828
C 3.062 1.818 0.866
C 2.437 2.796 0.010
O 2.770 4.021 0.090
N 1.423 2.490 -0.789
C 1.138 3.140 -2.010
C 1.821 2.495 -3.205
C -0.382 3.037 -2.082
C 2.726 0.431 0.953
N 1.742 -0.271 0.375
C -0.690 -1.057 -0.071
H -4.964 -1.406 1.939
H -6.652 -0.734 1.826
H -5.965 0.041 -0.671
H -3.210 -1.228 1.213
H -1.883 -2.254 -1.371
H -1.981 -3.272 1.731
H -1.877 -4.240 0.273
H 0.143 -3.287 1.929
H 0.360 -4.249 0.221
H 2.327 -3.071 2.036
H 3.999 -1.814 2.991
H 4.477 2.847 2.097
H 1.154 1.532 -0.720
H 1.412 4.213 -1.949
H 1.313 2.965 -4.059
H 1.718 1.435 -3.095
H 2.880 2.786 -3.346
H -0.640 2.061 -2.252
H -0.902 3.427 -1.181
H -0.782 3.556 -2.961
H -0.863 -0.190 0.644
H -0.530 -0.670 -1.100

---

2.
Formula: C17H22NO2SW
Source: OMol25
Level of theory: ωB97M-V with the def2-TZVPD basis set

Values from the calculation:
* Kohn-Sham gap (spin up / spin down): 4.50 / 5.04 eV
* total energy: -1330.6389 hartree
* net charge: +2
* <S²>: 0.8388
* HOMO energy (spin up / spin down): -14.5 / -14.6 eV
* energy above the lowest of the compared OMol25 structures with the same formula, charge and spin: 2.9 kcal per mole
* 2S+1: 2

Element x y z (Å)
W -0.215 0.395 -1.195
O 0.305 -0.371 -3.041
N -0.279 0.145 -4.232
C 0.519 0.015 -5.351
C 0.205 0.710 -6.517
C -1.109 1.222 -6.605
C -1.880 1.248 -5.502
C -1.438 0.906 -4.174
S -1.993 1.217 -2.656
H 1.453 -0.473 -5.085
H 0.775 0.706 -7.410
H -1.585 1.548 -7.520
H -2.796 1.873 -5.488
C 3.569 -0.291 0.666
C 2.741 -1.283 1.585
C 2.442 -2.604 0.849
C 1.590 -0.727 2.478
C 1.662 -0.919 3.939
C 0.504 -0.670 4.716
C -0.640 -0.163 4.126
C -0.736 0.017 2.736
C -2.192 0.175 2.299
C -3.020 0.841 3.456
C -2.321 0.970 0.894
C 0.389 -0.140 1.966
O 0.234 0.051 0.587
H 3.709 -0.623 -0.411
H 4.469 0.098 1.074
H 2.846 0.569 0.584
H 3.543 -1.556 2.340
H 1.325 -2.788 0.740
H 2.939 -3.492 1.355
H 3.124 -2.340 0.094
H 2.607 -1.125 4.490
H 0.530 -1.049 5.723
H -1.500 -0.041 4.688
H -2.694 -0.828 2.340
H -3.585 0.166 4.099
H -3.667 1.588 3.017
H -2.481 1.476 4.153
H -2.065 0.248 0.108
H -1.827 1.951 0.848
H -3.376 1.134 0.826
H -0.080 2.214 -1.590

---

3.
Formula: C17H22O4S2
Source: OMol25
Level of theory: ωB97M-V with the def2-TZVPD basis set

Values from the calculation:
* Kohn-Sham gap: 3.74 eV
* total energy: -1758.1973 hartree
* HOMO energy: -6.1 eV
* energy above the lowest of the compared OMol25 structures with the same formula, charge and spin: 48.6 kcal per mole

Element x y z (Å)
C 3.711 -2.049 -2.174
C 2.361 -2.444 -1.631
O 1.628 -1.190 -1.544
C 0.487 -1.090 -0.837
C -0.247 0.166 -1.102
C 0.526 1.423 -1.130
O 0.084 2.476 -0.667
O 1.767 1.347 -1.668
C 2.411 2.624 -1.890
C 3.890 2.410 -2.013
C -1.650 0.127 -1.333
C -2.463 1.299 -1.270
C -3.821 1.245 -1.573
C -4.425 0.043 -1.953
C -3.646 -1.118 -2.033
C -2.296 -1.101 -1.689
O 0.090 -1.940 -0.040
H 4.378 -2.911 -2.241
H 3.607 -1.602 -3.169
H 4.183 -1.297 -1.533
H 1.845 -3.110 -2.334
H 2.435 -2.907 -0.643
H 2.001 3.058 -2.811
H 2.188 3.275 -1.043
H 4.384 3.383 -2.036
H 4.286 1.849 -1.164
H 4.150 1.878 -2.929
H -1.986 2.222 -0.948
H -4.420 2.155 -1.499
H -5.499 -0.002 -2.148
H -4.097 -2.060 -2.347
H -1.699 -2.015 -1.688
C -1.095 -0.770 5.156
C -2.282 -0.876 4.214
S -1.922 -1.186 2.456
C -0.828 0.031 2.057
S 0.554 0.168 3.007
C -0.083 0.273 4.712
H -1.470 -0.474 6.144
H -0.619 -1.745 5.292
H -2.915 -1.727 4.497
H -2.883 0.038 4.244
H -0.955 0.642 1.165
H -0.496 1.281 4.819
H 0.829 0.197 5.318

---

4.
Formula: C17H23AsN2SSe4TeW
Source: OMol25
Level of theory: ωB97M-V with the def2-TZVPD basis set

Values from the calculation:
* Kohn-Sham gap (spin up / spin down): 5.80 / 5.65 eV
* total energy: -13345.4631 hartree
* net charge: +2
* HOMO energy (spin up / spin down): -13.2 / -13.2 eV
* energy above the lowest of the compared OMol25 structures with the same formula, charge and spin: 20.5 kcal per mole

Element x y z (Å)
W -0.584 -0.852 0.548
C -0.283 -3.433 1.424
C -0.011 -3.367 2.799
C -1.059 -3.319 3.698
C -2.380 -3.304 3.241
C -2.659 -3.324 1.889
C -1.610 -3.420 0.962
H 0.510 -3.733 0.747
H 1.016 -3.407 3.144
H -0.858 -3.310 4.760
H -3.191 -3.282 3.955
H -3.684 -3.330 1.544
H -1.822 -3.624 -0.084
Se -2.502 -0.887 -0.825
Se -2.956 1.167 -1.937
Te -0.597 1.827 -2.412
Se 0.083 1.421 0.014
C 0.943 -1.622 -4.016
N 1.821 -0.716 -3.292
C 2.029 -0.673 -1.973
Se 1.380 -1.919 -0.702
N 2.862 0.336 -1.692
C 3.186 1.008 -2.864
C 3.984 2.118 -3.113
C 4.076 2.517 -4.431
C 3.403 1.838 -5.461
C 2.614 0.734 -5.212
C 2.521 0.332 -3.884
H 0.514 -2.335 -3.318
H 1.518 -2.152 -4.773
H 0.148 -1.045 -4.489
H 3.171 0.567 -0.760
H 4.508 2.634 -2.323
H 4.687 3.373 -4.680
H 3.511 2.189 -6.476
H 2.106 0.213 -6.009
C -2.472 1.717 4.855
As -1.683 1.789 3.113
C -0.286 3.097 3.191
C -3.056 2.267 1.871
S -0.989 -0.269 2.825
H -2.797 2.720 5.134
H -1.731 1.355 5.567
H -3.326 1.040 4.832
H -0.717 4.005 3.613
H 0.108 3.292 2.197
H 0.499 2.719 3.846
H -3.600 3.119 2.280
H -3.725 1.411 1.769
H -2.619 2.518 0.906

---

5.
Formula: C17H23BN2O4
Source: OMol25
Level of theory: ωB97M-V with the def2-TZVPD basis set

Values from the calculation:
* Kohn-Sham gap: 8.89 eV
* total energy: -1097.0024 hartree
* HOMO energy: -8.5 eV
* energy above the lowest of the compared OMol25 structures with the same formula, charge and spin: 24.9 kcal per mole
* structure (SMILES): CC(C)C[C@H](NC(=O)CCn1ccc2ccccc2c1=O)B(O)O

Element x y z (Å)
C 3.046 -2.399 -0.463
C 2.327 -1.022 -0.320
C 2.876 -0.339 0.941
C 0.835 -1.109 -0.167
C 0.181 -1.659 -1.471
N -0.942 -0.845 -1.819
C -2.136 -0.968 -1.106
O -2.290 -1.595 -0.064
C -3.273 -0.158 -1.687
C -3.098 1.397 -1.477
N -2.361 1.784 -0.267
C -2.831 1.561 1.026
C -2.035 1.600 2.126
C -0.672 2.034 2.019
C 0.127 2.253 3.125
C 1.382 2.740 2.890
C 1.880 2.948 1.640
C 1.174 2.794 0.531
C -0.115 2.288 0.710
C -0.992 1.966 -0.498
O -0.420 1.973 -1.597
B 0.064 -3.318 -1.401
O -1.161 -3.838 -0.992
O 1.033 -4.104 -1.847
H 2.593 -3.034 0.309
H 4.121 -2.424 -0.161
H 3.000 -2.880 -1.469
H 2.575 -0.238 -1.169
H 2.464 -0.876 1.936
H 4.006 -0.206 0.899
H 2.555 0.717 1.085
H 0.537 -1.754 0.633
H 0.438 -0.117 -0.079
H 0.898 -1.519 -2.256
H -0.654 0.075 -2.125
H -4.144 -0.536 -1.088
H -3.602 -0.431 -2.738
H -3.986 1.951 -1.509
H -2.550 1.722 -2.404
H -3.927 1.427 1.181
H -2.350 1.155 3.003
H -0.171 1.894 4.050
H 1.991 2.865 3.767
H 2.897 3.227 1.469
H 1.543 3.034 -0.481
H -1.587 -3.001 -0.745
H 0.755 -5.038 -1.940

---

6.
Formula: C17H23BN6O2PdS
Source: OMol25
Level of theory: ωB97M-V with the def2-TZVPD basis set

Values from the calculation:
* Kohn-Sham gap (spin up / spin down): 5.57 / 7.47 eV
* total energy: -1691.5129 hartree
* <S²>: 2.0226
* HOMO energy (spin up / spin down): -5.2 / -7.6 eV
* energy above the lowest of the compared OMol25 structures with the same formula, charge and spin: 0.0 kcal per mole
* 2S+1: 3

Element x y z (Å)
Pd -0.834 0.246 -0.749
N -1.481 0.391 -5.294
C -1.528 0.222 -3.979
S -0.095 1.077 -3.288
N -2.456 -0.530 -3.383
N -2.253 -0.686 -2.006
C -2.921 -1.643 -1.427
C -2.728 -1.856 -0.024
C -3.311 -2.936 0.713
C -2.888 -3.210 2.003
C -1.852 -2.400 2.525
C -1.404 -1.312 1.811
N -1.827 -1.023 0.551
H -0.696 0.787 -5.770
H -2.201 -0.033 -5.903
H -3.579 -2.249 -2.059
H -4.031 -3.543 0.190
H -3.375 -3.994 2.630
H -1.314 -2.620 3.432
H -0.715 -0.572 2.248
O 0.734 -1.688 -2.500
B 0.668 -0.293 -2.048
O 2.081 0.024 -1.427
C 2.713 -1.214 -1.439
C 3.752 -1.645 -0.688
C 4.001 -3.028 -0.652
C 3.289 -3.935 -1.464
C 2.312 -3.466 -2.391
C 1.933 -2.178 -2.192
H 4.267 -0.910 -0.042
H 4.690 -3.329 0.173
H 3.601 -4.987 -1.517
H 1.672 -4.131 -2.996
C 0.675 4.534 1.509
C 0.231 3.242 2.264
C -0.768 3.584 3.389
C 1.368 2.436 2.848
N -0.438 2.363 1.345
N 0.228 1.800 0.230
H 1.233 5.163 2.234
H -0.232 5.034 1.120
H 1.382 4.308 0.702
H -0.321 4.279 4.113
H -1.045 2.678 3.989
H -1.697 4.061 2.969
H 1.832 3.001 3.723
H 2.168 2.195 2.095
H 1.026 1.482 3.263
H -1.400 2.542 1.150
H 1.147 1.412 0.471
H 0.388 2.550 -0.452

---

7.
Formula: C17H23Cl2N3O
Source: OMol25
Level of theory: ωB97M-V with the def2-TZVPD basis set

Values from the calculation:
* Kohn-Sham gap: 9.00 eV
* total energy: -1821.5081 hartree
* HOMO energy: -8.5 eV
* energy above the lowest of the compared OMol25 structures with the same formula, charge and spin: 10.8 kcal per mole
* structure (SMILES): CC(C)(O)Cn1c(CC2CCNCC2)nc2cc(Cl)c(Cl)cc21

Element x y z (Å)
C -1.129 4.096 -0.591
C -1.047 2.988 0.429
C 0.217 3.275 1.278
O -2.178 2.991 1.300
C -0.940 1.644 -0.371
N -0.972 0.400 0.409
C 0.137 -0.313 0.894
C 1.561 -0.111 0.541
C 1.976 -1.324 -0.324
C 1.352 -1.111 -1.728
C 1.697 -2.217 -2.685
N 3.153 -2.413 -2.725
C 3.816 -2.648 -1.425
C 3.486 -1.460 -0.511
N -0.257 -1.324 1.639
C -1.610 -1.290 1.659
C -2.512 -2.148 2.235
C -3.863 -1.929 2.127
Cl -5.010 -2.911 3.018
C -4.368 -0.798 1.441
Cl -6.074 -0.471 1.408
C -3.484 0.055 0.812
C -2.085 -0.234 0.908
H -2.004 3.958 -1.219
H -0.199 4.126 -1.213
H -1.210 5.048 -0.096
H 0.204 4.205 1.783
H 0.329 2.501 2.051
H 1.096 3.236 0.676
H -2.024 2.381 2.043
H -0.015 1.667 -0.977
H -1.762 1.565 -1.107
H 1.729 0.816 0.016
H 2.162 -0.084 1.493
H 1.645 -2.269 0.105
H 1.713 -0.145 -2.147
H 0.284 -1.075 -1.700
H 1.219 -3.152 -2.420
H 1.326 -1.879 -3.629
H 3.370 -3.142 -3.409
H 4.916 -2.682 -1.562
H 3.474 -3.579 -0.907
H 3.894 -0.511 -0.951
H 3.947 -1.636 0.461
H -2.127 -3.012 2.739
H -3.835 0.916 0.231

---

8.
Formula: C17H23ClN2W
Source: OMol25
Level of theory: ωB97M-V with the def2-TZVPD basis set

Values from the calculation:
* Kohn-Sham gap (spin up / spin down): 3.11 / 7.62 eV
* total energy: -1297.7062 hartree
* net charge: +2
* <S²>: 2.0127
* HOMO energy (spin up / spin down): -11.1 / -16.1 eV
* energy above the lowest of the compared OMol25 structures with the same formula, charge and spin: 41.2 kcal per mole
* 2S+1: 3

Element x y z (Å)
C 0.218 0.806 -5.951
C 1.617 1.315 -5.910
C -0.041 -0.642 -5.928
C -0.915 1.769 -5.982
Cl 0.587 1.298 -2.110
H -0.084 -1.076 -6.968
H -1.011 -0.842 -5.420
H 0.750 -1.173 -5.353
H 2.014 1.508 -6.941
H 2.282 0.565 -5.442
H 1.711 2.267 -5.355
H -1.158 2.071 -7.040
H -0.706 2.697 -5.412
H -1.816 1.287 -5.549
C 1.821 -1.248 0.693
C 0.848 -1.984 -0.103
C 1.077 -1.644 -1.476
H 0.193 -2.773 0.230
C 2.285 -0.840 -1.511
C 2.706 -0.608 -0.184
H 3.589 -0.062 0.127
H 1.926 -1.341 1.779
H 0.573 -2.121 -2.320
H 2.792 -0.501 -2.417
C -2.198 1.117 -0.123
C -1.995 -0.100 0.591
C -1.946 -1.156 -0.375
H -2.034 -0.217 1.651
C -2.063 -0.570 -1.674
C -2.325 0.808 -1.507
H -2.497 1.536 -2.284
H -2.297 2.083 0.352
H -1.931 -2.214 -0.189
H -1.985 -1.121 -2.595
W -0.011 0.122 -0.395
N 0.204 2.240 3.340
C 1.565 2.034 3.179
C 1.743 1.693 1.877
N 0.479 1.551 1.249
C -0.416 1.960 2.187
H -0.278 2.426 4.211
H 2.253 2.048 4.000
H 2.669 1.430 1.378
H -1.493 1.980 2.172